Below is 3 unconnected molecules or ions with the total composition C41H81BBr2IN3O10P2, with properties calculated with wB97M-V/def2-TZVPD.

The geometry in XYZ format:
```
141
Properties=species:S:1:pos:R:3:lowdin_spin:R:1
C 2.39 -5.85 5.65 0.00
C 1.46 -4.93 4.64 0.00
P 2.15 -3.11 4.44 0.00
C 1.08 -2.15 5.69 0.00
C 1.95 -2.51 2.62 0.00
N 3.06 -3.17 1.85 0.00
B 4.19 -3.69 2.69 0.00
C 5.44 -2.87 3.35 0.00
O 4.21 -5.19 2.90 0.00
C 2.63 -4.07 0.74 0.00
Br 0.99 -5.29 0.73 0.00
C 3.44 -4.21 -0.54 0.00
C 2.96 -5.24 -1.76 0.00
Br 5.16 -3.24 -0.91 0.00
C 1.94 -0.83 2.47 0.00
C 2.45 -0.57 0.95 0.00
C 4.02 -0.31 0.69 0.00
O 2.64 -0.35 3.58 0.00
C 2.88 1.07 3.82 0.00
C 2.29 1.39 5.31 0.00
C 0.76 1.84 5.51 0.00
O -0.38 1.22 5.22 0.00
I 0.42 3.81 6.52 0.00
C 4.55 1.09 4.02 0.00
C 5.08 0.44 5.42 0.00
C 5.57 1.57 6.55 0.00
O 6.36 -0.28 5.08 0.00
O 2.68 1.99 2.76 0.00
C 2.41 3.36 2.92 0.00
C 3.63 4.45 3.18 0.00
C 4.12 4.54 4.76 0.00
C 4.81 4.51 2.07 0.00
C 6.36 4.35 2.68 0.00
C 4.72 3.48 0.81 0.00
P 0.05 -0.38 2.32 0.00
O -0.87 -1.11 3.38 0.00
O -0.41 -1.16 0.79 0.00
O -0.26 1.29 2.04 0.00
H 1.84 -6.00 6.67 0.00
H 3.50 -5.48 5.74 0.00
H 2.45 -6.93 5.14 0.00
H 1.40 -5.50 3.62 0.00
H 0.37 -4.87 5.13 0.00
H 0.86 -1.06 5.34 0.00
H 0.09 -2.75 5.96 0.00
H 1.69 -2.06 6.70 0.00
H 0.85 -2.87 2.32 0.00
H 6.44 -3.50 3.19 0.00
H 5.55 -1.75 3.02 0.00
H 5.30 -2.84 4.53 0.00
H 4.98 -5.59 2.38 0.00
H 3.75 -5.24 -2.65 0.00
H 1.87 -4.99 -2.13 0.00
H 3.02 -6.34 -1.30 0.00
H 2.10 -1.40 0.16 0.00
H 1.88 0.42 0.58 0.00
H 4.20 -0.28 -0.49 0.00
H 4.72 -1.15 1.10 0.00
H 4.31 0.73 1.15 0.00
H 2.98 2.22 5.79 0.00
H 2.38 0.38 5.94 0.00
H 4.95 0.33 3.19 0.00
H 5.02 2.12 3.73 0.00
H 4.40 -0.40 5.88 0.00
H 6.27 1.00 7.34 0.00
H 4.68 2.03 7.15 0.00
H 6.28 2.38 6.05 0.00
H 7.14 0.25 5.45 0.00
H 1.95 3.74 1.88 0.00
H 1.56 3.70 3.69 0.00
H 3.04 5.49 3.06 0.00
H 4.53 5.65 4.89 0.00
H 5.00 3.84 5.04 0.00
H 3.25 4.43 5.54 0.00
H 4.82 5.60 1.58 0.00
H 7.05 4.73 1.78 0.00
H 6.57 5.08 3.57 0.00
H 6.67 3.24 2.86 0.00
H 3.66 3.18 0.45 0.00
H 5.22 4.05 -0.12 0.00
H 5.44 2.58 1.04 0.00
H -1.03 -1.93 0.98 0.00
H 0.06 1.90 2.76 0.00
C -4.30 3.72 -3.27 0.00
C -2.76 3.64 -3.39 0.02
C -2.39 2.59 -4.48 0.01
C -2.64 1.16 -4.02 0.00
C -1.93 0.87 -2.70 0.01
C -2.20 1.91 -1.59 0.02
N -2.13 3.34 -2.06 0.31
O -0.76 3.68 -2.15 0.62
C -3.59 1.66 -0.95 0.00
C -1.21 1.61 -0.41 0.00
C -2.37 5.06 -3.92 0.00
H -4.75 4.20 -4.15 0.00
H -4.79 2.75 -3.20 0.00
H -4.60 4.32 -2.40 0.00
H -1.33 2.69 -4.75 0.00
H -2.96 2.78 -5.39 0.00
H -3.72 0.97 -3.91 0.00
H -2.28 0.46 -4.78 0.00
H -2.21 -0.13 -2.36 0.00
H -0.85 0.83 -2.91 0.00
H -3.85 2.46 -0.24 0.00
H -3.61 0.72 -0.39 0.00
H -4.40 1.58 -1.67 0.00
H -0.17 1.62 -0.73 0.00
H -1.40 0.61 0.01 0.00
H -1.33 2.33 0.41 0.00
H -2.62 5.83 -3.19 0.00
H -2.91 5.30 -4.84 0.00
H -1.31 5.15 -4.17 0.00
C -6.45 -0.80 -8.24 0.00
C -6.38 -2.17 -7.51 0.02
C -7.82 -2.73 -7.34 0.01
C -8.62 -1.96 -6.29 0.00
C -7.89 -1.91 -4.96 0.01
C -6.42 -1.41 -5.06 0.02
N -5.66 -2.03 -6.20 0.30
O -5.27 -3.32 -5.79 0.62
C -6.39 0.13 -5.21 0.00
C -5.75 -1.65 -3.67 0.00
C -5.61 -3.07 -8.52 0.00
H -6.73 -0.93 -9.30 0.00
H -7.20 -0.12 -7.84 0.00
H -5.48 -0.29 -8.23 0.00
H -7.78 -3.78 -7.04 0.00
H -8.35 -2.69 -8.29 0.00
H -8.85 -0.95 -6.64 0.00
H -9.59 -2.45 -6.15 0.00
H -8.45 -1.28 -4.27 0.00
H -7.90 -2.92 -4.53 0.00
H -5.36 0.49 -5.39 0.00
H -6.73 0.62 -4.29 0.00
H -7.03 0.52 -5.99 0.00
H -5.80 -2.70 -3.35 0.00
H -6.25 -1.07 -2.88 0.00
H -4.69 -1.35 -3.67 0.00
H -4.58 -2.71 -8.67 0.00
H -6.10 -3.08 -9.50 0.00
H -5.55 -4.12 -8.20 0.00
```

Calculated values
Frontier orbital gap ... 7.42 eV
2S+1 ... 3
DFT total energy ... -8680.23105 Eh
⟨S²⟩ ... 2.010